Entry 1:
Formula: C5H12NO
Source: the Open Molecules 2025 dataset
Level of theory: ωB97M-V with the def2-TZVPD basis set

Last column: Löwdin charge in e.
Cartesian coordinates (Å):
C -0.4334 -1.5501 0.0220  -0.076
O -1.6940 -1.1079 -0.6085  -0.157
C 0.5885 -0.5092 -0.6838  -0.267
C 0.6337 0.7398 0.0622  -0.248
C 0.8770 0.8353 1.5120  -0.182
C -0.1413 1.2266 2.3291  0.032
N 0.1585 -0.0750 -2.0527  0.197
H -0.3852 -2.5646 -0.3668  0.124
H -0.1303 -1.3075 1.0796  0.131
H -2.6480 -1.2573 -0.1146  0.218
H 1.5817 -0.8339 -0.8488  0.146
H 1.3731 1.4249 -0.3661  0.132
H -0.3006 1.3053 -0.2363  0.147
H 1.9360 0.8116 1.9112  0.135
H -0.1104 1.2236 3.5018  0.109
H -1.0747 1.6349 1.9193  0.068
H -0.0027 -0.6457 -2.7906  0.119
H 0.6696 0.7433 -2.4421  0.199
H -0.8975 -0.0943 -1.8270  0.173

Properties
Net charge: +1
SMILES: C=CC[C@H]([NH3+])CO

Entry 2:
Formula: C5H12NO
Source: the Open Molecules 2025 dataset
Level of theory: ωB97M-V with the def2-TZVPD basis set

Last column: Löwdin charge in e.
Cartesian coordinates (Å):
C -0.4736 -2.0191 0.7103  -0.085
C 1.3449 0.0186 0.9784  -0.007
C 0.5561 -0.6258 -1.3741  -0.030
C -0.8349 1.8521 -0.2729  -0.014
C 0.1681 -0.3279 0.0190  -0.443
N -1.0729 0.4447 -0.0330  -0.021
O -1.5363 -2.0548 1.1939  0.116
H 0.3554 -2.7643 0.4916  0.146
H 0.9293 0.3594 1.9783  0.121
H 1.8829 0.9033 0.6175  0.095
H 1.9498 -0.7794 1.1410  0.052
H 1.2210 0.1713 -1.5690  0.087
H -0.2503 -0.6839 -2.0240  0.083
H 1.0628 -1.5831 -1.2748  0.105
H -0.1333 2.1014 0.6472  0.141
H -0.1959 1.9578 -1.1799  0.120
H -1.7541 2.5029 -0.1281  0.137
H -1.5762 0.5579 0.8685  0.190
H -1.6428 -0.0312 -0.7899  0.207

Properties
Net charge: +1

Summary of energy relative to the best compared isomer or geometry (same formula, charge and spin) in kcal/mol
70.2 59.0
(order as listed above)